# 1
The following is a DFT calculation (wB97M-V/def2-TZVPD) of a molecular structure, C4H6N2O at a distorted geometry.

Positions of all 13 atoms, in Å:
C (0.1034, 1.5921, 0.7162)
N (0.0698, 0.3858, -1.5182)
C (-0.4396, -1.4036, -0.0820)
C (-0.3344, 0.5154, -0.2098)
C (0.6194, -0.9216, -0.8846)
O (-0.5075, -2.6484, 0.3902)
N (-1.2983, -0.4362, 0.2039)
H (-1.2714, -2.6894, 0.9856)
H (0.8461, 1.0111, -1.7273)
H (1.6804, -1.0267, -0.7315)
H (-0.6628, 2.3748, 0.6786)
H (1.0643, 2.0253, 0.4381)
H (0.1305, 1.2213, 1.7407)

Energy above the lowest of the compared OMol25 structures with the same formula, charge and spin = 4.1806 eV
Max |F| = 1.2 eV/Å
Frontier orbital gap = 8.132 eV
DFT total energy = -340.6413 a.u.
HOMO = -0.2682 Ha
LUMO = 0.8 eV
Total charge = 0



# 2
The following is a DFT calculation (wB97M-V/def2-TZVPD) of a molecular structure, C32H21Br2IrN7O3.

Positions of all 66 atoms, in Å:
Ir (-0.2344, 1.8493, 0.7929)
O (-1.7549, 5.1293, 2.5351)
C (-1.3972, 4.2550, 1.8024)
N (-0.3217, 3.3722, 1.9958)
C (0.4489, 3.3288, 3.1733)
O (0.5094, 4.1656, 4.0244)
C (1.2484, 2.0474, 3.2448)
C (1.9705, 1.7349, 4.3739)
C (2.6724, 0.5395, 4.4037)
C (2.6161, -0.3008, 3.3030)
C (1.8562, 0.0734, 2.2114)
N (1.1922, 1.2296, 2.1794)
C (-2.1087, 3.9771, 0.4926)
C (-3.0865, 4.8321, 0.0428)
C (-3.6576, 4.5969, -1.1993)
C (-3.2284, 3.5080, -1.9378)
C (-2.2555, 2.6764, -1.4137)
N (-1.7067, 2.9045, -0.2190)
H (1.9607, 2.4328, 5.1996)
H (3.2479, 0.2637, 5.2769)
H (3.1456, -1.2428, 3.2865)
H (1.7535, -0.5683, 1.3475)
H (-3.3713, 5.6625, 0.6737)
H (-4.4202, 5.2586, -1.5874)
H (-3.6330, 3.2955, -2.9169)
H (-1.9053, 1.8100, -1.9547)
Br (3.5953, -6.0863, -1.7944)
C (1.7429, -5.8012, -1.5803)
C (0.8989, -5.9195, -2.6779)
C (-0.4487, -5.6518, -2.5326)
C (-0.9544, -5.2300, -1.2971)
C (-0.1010, -5.1883, -0.1829)
C (1.2448, -5.4729, -0.3268)
N (-2.2672, -4.8025, -1.2548)
N (-2.7053, -4.2666, -0.1684)
C (-2.4992, -3.0334, 0.2616)
C (-2.9752, -2.6940, 1.5574)
C (-2.6426, -1.5126, 2.1653)
C (-1.8079, -0.5672, 1.5379)
O (-1.4437, 0.5406, 2.1206)
C (-1.3623, -0.8517, 0.2190)
N (-0.5571, 0.0876, -0.3728)
C (-0.2370, -0.0595, -1.6543)
C (-0.6938, -1.1185, -2.4276)
C (-1.4646, -2.0988, -1.8355)
C (-1.7714, -2.0164, -0.4770)
H (1.2978, -6.2172, -3.6376)
H (-1.1271, -5.7327, -3.3723)
H (-0.5080, -4.9331, 0.7869)
H (1.9067, -5.4496, 0.5282)
H (-3.5900, -3.4239, 2.0665)
H (-3.0052, -1.2778, 3.1575)
H (0.3983, 0.6995, -2.0882)
H (-0.4258, -1.1681, -3.4731)
H (-1.8547, -2.9125, -2.4306)
Br (1.1620, 4.7772, -0.9088)
C (2.2050, 3.2670, -1.3558)
C (3.2113, 3.4352, -2.2977)
C (3.9789, 2.3350, -2.6285)
C (3.7198, 1.1213, -2.0051)
C (2.7001, 1.0679, -1.0803)
N (1.9369, 2.1219, -0.7534)
H (3.3747, 4.4032, -2.7477)
H (4.7703, 2.4257, -3.3607)
H (4.2920, 0.2333, -2.2334)
H (2.4662, 0.1392, -0.5763)

Energy above the lowest of the compared OMol25 structures with the same formula, charge and spin = 0.3194 eV
Max |F| = 0.6 eV/Å
Frontier orbital gap (spin up / spin down) = 5.920 / 6.136 eV
DFT total energy = -7093.1763 a.u.
HOMO (spin up / spin down) = -0.3390 / -0.3968 Ha
LUMO (spin up / spin down) = -3.3 / -4.7 eV
Total charge = +1
2S+1 = 5



# 3
The following is a DFT calculation (wB97M-V/def2-TZVPD) of a molecular structure, C6H8O2 at a distorted geometry.

Positions of all 16 atoms, in Å:
C (0.1469, 0.4799, 0.3966)
C (-0.6851, 0.5155, 1.6767)
C (-0.6392, -0.8255, 0.1990)
C (0.1556, -1.3531, -0.9591)
C (0.5196, -0.2816, -1.7119)
C (0.1820, 1.0370, -1.0175)
H (1.5860, -0.5145, 1.3699)
H (-0.2121, 0.7690, 2.5823)
H (-1.7027, 0.9213, 1.6909)
H (-1.6792, -0.5996, -0.2860)
H (0.2969, -2.3353, -1.4017)
H (1.1017, -0.3045, -2.6052)
H (0.9760, 1.7909, -1.0679)
H (-0.8455, 1.3765, -1.3530)
O (1.4872, 0.2864, 0.8652)
O (-0.6882, -0.9623, 1.6217)

Energy above the lowest of the compared OMol25 structures with the same formula, charge and spin = 3.8710 eV
Max |F| = 2.1 eV/Å
Frontier orbital gap = 10.285 eV
DFT total energy = -383.7679 a.u.
HOMO = -0.3424 Ha
LUMO = 1.0 eV
Total charge = 0



# 4
The following is a DFT calculation (wB97M-V/def2-TZVPD) of 3 unconnected molecules or ions with the total composition C6H9N3 at a distorted geometry.

Positions of all 18 atoms, in Å:
C (-18.1426, 22.0196, -20.1939)
C (-17.3667, 22.1803, -21.4152)
N (-16.6500, 22.2879, -22.3193)
H (-19.1312, 21.5849, -20.3418)
H (-18.2636, 22.9303, -19.6074)
H (-17.4536, 21.3042, -19.7448)
C (-19.8362, 17.5055, -17.3062)
C (-19.1494, 18.8651, -17.4052)
N (-18.5545, 19.8571, -17.4913)
H (-20.4015, 17.4601, -16.3753)
H (-19.0273, 16.7872, -17.4397)
H (-20.5465, 17.3876, -18.1246)
C (-22.6402, 20.8599, -12.8221)
C (-22.1288, 19.8592, -13.7782)
N (-21.6929, 19.0742, -14.5339)
H (-22.5139, 21.8364, -13.2896)
H (-21.9816, 20.8657, -11.9536)
H (-23.6515, 20.5776, -12.5296)

Energy above the lowest of the compared OMol25 structures with the same formula, charge and spin = 0.7204 eV
Max |F| = 3.1 eV/Å
Frontier orbital gap = 11.740 eV
DFT total energy = -398.2490 a.u.
HOMO = -0.4109 Ha
LUMO = 0.6 eV
SMILES string = CC#N.CC#N.CC#N
Total charge = 0



# 5
The following is a DFT calculation (wB97M-V/def2-TZVPD) of C4H4ClNS in the gas phase at a distorted geometry.

Positions of all 11 atoms, in Å:
C (-1.1480, -0.2268, 0.6953)
C (0.0934, -0.6123, -0.1355)
C (1.0534, 1.4580, -0.0862)
C (0.0389, 0.6404, 0.6522)
H (-1.2757, -0.6493, 1.6981)
H (-0.1780, -0.5504, -1.2317)
H (1.1589, 2.5352, -0.1950)
H (0.4161, 0.4599, 1.6319)
N (2.1101, 0.7701, -0.3670)
S (1.8381, -0.9062, -0.0530)
Cl (-2.6193, -0.0143, -0.3084)

Energy above the lowest of the compared OMol25 structures with the same formula, charge and spin = 3.7617 eV
Max |F| = 1.9 eV/Å
Frontier orbital gap = 9.748 eV
DFT total energy = -1067.8082 a.u.
HOMO = -0.3329 Ha
LUMO = 0.7 eV
SMILES string = Cl[C@@H]1[C@@H]2C=NS[C@@H]12
Total charge = 0



# 6
The following is a DFT calculation (wB97M-V/def2-TZVPD) of C5H13N in the gas phase at a distorted geometry.

Positions of all 19 atoms, in Å:
C (-1.5923, 0.5243, -0.2789)
C (-1.3130, 0.0403, -1.6065)
C (-0.5392, 0.3381, 0.8041)
N (0.6607, -0.4406, 0.3514)
C (1.2843, -0.8887, 1.5435)
C (1.4952, 0.2944, -0.5959)
H (-2.0293, 1.5077, -0.3483)
H (-2.4387, -0.1246, 0.1200)
H (-2.1724, -0.2649, -2.2697)
H (-0.7332, -0.9339, -1.6489)
H (-0.5900, 0.6210, -2.0878)
H (-0.4841, 1.2566, 1.2806)
H (-1.0886, -0.1977, 1.5028)
H (2.2176, -1.3846, 1.3250)
H (1.6129, 0.0133, 2.1978)
H (0.5960, -1.5657, 2.1189)
H (1.2924, 1.3776, -0.5439)
H (1.3508, -0.1957, -1.6273)
H (2.4711, 0.0232, -0.2368)

Energy above the lowest of the compared OMol25 structures with the same formula, charge and spin = 2.3199 eV
Max |F| = 4.7 eV/Å
Frontier orbital gap = 9.507 eV
DFT total energy = -252.9778 a.u.
HOMO = -0.3086 Ha
LUMO = 1.1 eV
SMILES string = CCCN(C)C
Total charge = 0



# 7
The following is a DFT calculation (wB97M-V/def2-TZVPD) of 3 unconnected molecules or ions with the total composition C15H20Br4N2O2PS2 at a distorted geometry.

Positions of all 46 atoms, in Å:
C (-0.9084, 3.4987, 0.8862)
P (0.9220, 3.3405, 1.2376)
C (1.9307, 3.2568, -0.3129)
C (1.2645, 1.8889, 2.3620)
C (2.7196, 2.0276, 2.9221)
O (3.4655, 2.8816, 2.3784)
O (3.0781, 1.2823, 3.8511)
C (1.0333, 0.5194, 1.7365)
C (-0.2263, 0.0693, 1.3630)
C (-0.4256, -1.1803, 0.8306)
C (0.6288, -2.0546, 0.6339)
C (1.8905, -1.6183, 1.0038)
C (2.0827, -0.3624, 1.5372)
N (0.2649, 2.0009, 3.5032)
S (0.6808, 3.4148, 4.4355)
N (0.2781, 0.7874, 4.2851)
C (-0.1374, 0.9236, 5.4199)
S (-0.7372, 0.9123, 6.8748)
H (-1.1102, 3.3583, -0.1840)
H (-1.2541, 4.4615, 1.2675)
H (-1.4217, 2.7162, 1.4635)
H (1.3032, 3.4387, -1.1969)
H (2.6335, 4.0960, -0.2573)
H (2.5353, 2.3455, -0.3766)
H (-1.1143, 0.6833, 1.5024)
H (-1.4242, -1.5325, 0.5641)
H (0.5087, -3.0637, 0.2422)
H (2.7228, -2.3113, 0.8814)
H (3.1023, -0.1138, 1.8259)
H (-0.3916, 4.2209, 4.2117)
Br (-1.9492, 0.8569, -2.0124)
C (-2.8377, -0.5891, -2.9648)
C (-3.9556, -1.1772, -2.1454)
Br (-3.2706, -2.3438, -0.7439)
H (-2.0725, -1.3141, -3.2279)
H (-3.2276, -0.1335, -3.8735)
H (-4.5886, -1.8151, -2.7602)
H (-4.5683, -0.4241, -1.6595)
Br (1.2814, -2.1080, -4.2669)
C (0.7453, -3.9240, -3.8249)
C (0.0438, -4.5863, -4.9812)
Br (-1.7879, -3.9499, -5.1631)
H (0.1319, -3.8644, -2.9302)
H (1.6717, -4.4455, -3.5916)
H (-0.0448, -5.6580, -4.8129)
H (0.5346, -4.4115, -5.9335)

Max |F| = 2.6 eV/Å
Frontier orbital gap = 5.644 eV
DFT total energy = -12277.3190 a.u.
HOMO = -0.1418 Ha
LUMO = 1.8 eV
Total charge = -1



# 8
The following is a DFT calculation (wB97M-V/def2-TZVPD) of a molecular structure, C23H18ClN2O2STi at a distorted geometry.

Positions of all 48 atoms, in Å:
Ti (-0.1836, 0.6409, 0.3679)
Cl (3.7570, -4.0985, 4.0598)
C (2.6002, -3.0472, 3.3409)
C (1.2635, -3.1043, 3.7395)
C (0.3276, -2.2393, 3.2034)
C (0.7161, -1.3194, 2.2504)
O (-0.1807, -0.4102, 1.7783)
C (2.0475, -1.2813, 1.8045)
C (2.5260, -0.3428, 0.8271)
N (1.7605, 0.4307, 0.1291)
C (2.2363, 1.5171, -0.6896)
C (3.4256, 1.5585, -1.3458)
C (3.7841, 2.7016, -2.0966)
C (2.9514, 3.7778, -2.1707)
C (1.7122, 3.7662, -1.4832)
C (0.8143, 4.8558, -1.4715)
C (-0.3303, 4.8040, -0.7243)
C (-0.6027, 3.6513, 0.0110)
N (0.1947, 2.5916, 0.0085)
C (1.3596, 2.6353, -0.7400)
C (2.9876, -2.1491, 2.3831)
H (0.9686, -3.8259, 4.4902)
H (-0.7011, -2.2540, 3.5360)
H (3.6041, -0.2638, 0.6977)
H (4.1005, 0.7114, -1.3145)
H (4.7349, 2.7143, -2.6115)
H (3.2318, 4.6538, -2.7416)
H (1.0464, 5.7392, -2.0551)
H (-1.0244, 5.6312, -0.6950)
H (-1.4924, 3.5805, 0.6224)
H (4.0219, -2.1145, 2.0616)
C (-4.4887, -0.0361, -0.2328)
S (-2.9011, -0.5819, 0.3184)
O (-1.9448, 0.5432, -0.2855)
C (-2.6191, -1.9677, -0.7094)
C (-2.3946, -1.8110, -2.0739)
C (-2.2181, -2.9506, -2.8360)
C (-2.2713, -4.2093, -2.2376)
C (-2.4906, -4.3408, -0.8741)
C (-2.6632, -3.2087, -0.0898)
H (-4.5005, -0.0140, -1.3204)
H (-4.6620, 0.9486, 0.1985)
H (-5.2147, -0.7487, 0.1611)
H (-2.3680, -0.8301, -2.5303)
H (-2.0552, -2.8625, -3.9017)
H (-2.1436, -5.0952, -2.8459)
H (-2.5302, -5.3211, -0.4185)
H (-2.8376, -3.2954, 0.9765)

Energy above the lowest of the compared OMol25 structures with the same formula, charge and spin = 0.2152 eV
Max |F| = 1.9 eV/Å
Frontier orbital gap (spin up / spin down) = 7.427 / 7.224 eV
DFT total energy = -2854.6551 a.u.
HOMO (spin up / spin down) = -0.5188 / -0.5213 Ha
LUMO (spin up / spin down) = -6.7 / -7.0 eV
Total charge = +2
2S+1 = 2